# 1
{"formula": "C4H3N2O2", "method": "wB97M-V/def2-TZVPD", "elements": ["C", "C", "C", "C", "N", "N", "O", "O", "H", "H", "H"], "coordinates": [[-1.7350, 0.3131, -0.6530], [-1.6618, -0.5747, 0.4322], [0.3307, 0.4111, 0.1103], [3.2600, 0.3067, -0.8754], [-0.5597, 0.8617, -0.9073], [-0.4613, -0.5314, 0.9026], [4.3024, 0.1620, -0.5747], [1.4675, 0.6103, 0.4409], [-2.6432, 0.5622, -1.2808], [-2.4528, -1.3215, 0.7634], [0.1533, -0.7996, 1.6419]], "de_lowest_kj_mol": 33.79, "e_lumo_ha": [-0.3041, -0.3041], "total_energy_ev": -11261.2775, "multiplicity": 1, "charge": 1, "homo_ev": [-15.455, -15.455], "fmax_ev_per_a": 4.98}

---

# 2
{"formula": "C23H19Cl5N4ReS2", "method": "wB97M-V/def2-TZVPD", "elements": ["Re", "S", "C", "C", "C", "C", "N", "C", "C", "C", "S", "C", "N", "H", "H", "Cl", "C", "C", "C", "Cl", "C", "Cl", "C", "Cl", "C", "Cl", "N", "H", "H", "H", "C", "C", "C", "C", "H", "H", "H", "H", "H", "H", "H", "H", "H", "C", "C", "C", "N", "C", "C", "H", "H", "H", "H", "H"], "coordinates": [[-0.2369, -0.1150, 0.4596], [2.0158, 0.3242, -0.1165], [2.4062, 2.0417, 0.1118], [3.2292, 2.3512, 1.1868], [3.5734, 3.6621, 1.4861], [4.3767, 3.9313, 2.6378], [4.9925, 4.1243, 3.5899], [3.0907, 4.6821, 0.6479], [2.3089, 4.3690, -0.4465], [1.9346, 3.0459, -0.7647], [0.9755, 2.7687, -2.1700], [3.4022, 6.0569, 0.9233], [3.6512, 7.1563, 1.1437], [3.6252, 1.5528, 1.8021], [1.9555, 5.1635, -1.0889], [-4.1029, -0.2150, 0.8829], [-3.2255, -1.6621, 0.5345], [-1.8411, -1.6038, 0.4009], [-1.2411, -2.8060, 0.0523], [0.4996, -2.6990, -0.1950], [-1.8886, -4.0176, -0.1197], [-1.0227, -5.4357, -0.5412], [-3.2706, -4.0358, 0.0606], [-4.1349, -5.5050, -0.1248], [-3.9405, -2.8529, 0.3806], [-5.6461, -2.8786, 0.5767], [-0.7520, 0.2797, -1.5734], [-0.5053, -0.4824, -2.2010], [-0.1607, 1.1173, -1.8683], [-1.7323, 0.5003, -1.7262], [-2.1729, 1.7187, 2.9938], [-1.9495, 2.3472, 1.6223], [-1.8911, 3.8711, 1.7422], [-0.6582, 1.8664, 0.9584], [-3.0751, 2.1166, 3.4617], [-1.3304, 1.9439, 3.6553], [-2.2820, 0.6349, 2.9352], [-2.7930, 2.0973, 0.9762], [-1.0550, 4.1726, 2.3788], [-2.8090, 4.2631, 2.1839], [-1.7516, 4.3387, 0.7667], [0.1834, 2.1832, 1.5924], [-0.5105, 2.4114, 0.0152], [0.7314, -0.9316, 5.2498], [-0.2067, -1.7131, 4.5945], [-0.4451, -1.4913, 3.2540], [0.2053, -0.5514, 2.5486], [1.1207, 0.1955, 3.1878], [1.4046, 0.0409, 4.5294], [0.9326, -1.0775, 6.3025], [-0.7593, -2.4848, 5.1103], [-1.1829, -2.0693, 2.7167], [1.6326, 0.9361, 2.5921], [2.1455, 0.6790, 4.9893]], "s_squared": 3.778, "de_lowest_kj_mol": 120.40, "e_lumo_ha": [-0.0321, -0.0615], "total_energy_ev": -116531.6851, "multiplicity": 4, "charge": 0, "homo_ev": [-7.322, -7.325], "fmax_ev_per_a": 0.17}

---

# 3
{"formula": "C41H41FP2Sn", "method": "wB97M-V/def2-TZVPD", "elements": ["Sn", "C", "C", "C", "C", "C", "C", "C", "C", "C", "H", "H", "H", "H", "H", "H", "H", "H", "H", "H", "H", "H", "H", "H", "H", "P", "P", "C", "C", "C", "C", "C", "C", "C", "C", "C", "C", "C", "C", "C", "C", "C", "C", "C", "C", "C", "C", "C", "C", "C", "C", "C", "C", "H", "H", "H", "H", "H", "H", "H", "H", "H", "H", "H", "H", "H", "H", "H", "H", "H", "H", "H", "H", "H", "H", "F", "C", "C", "C", "C", "C", "C", "H", "H", "H", "H"], "coordinates": [[-0.7701, 2.5689, -1.3117], [-1.6428, 2.1502, -3.2617], [-1.3084, 0.8045, -2.9615], [-0.1088, 0.1130, -3.5136], [1.1790, 0.9507, -3.3687], [1.1251, 2.0868, -2.3675], [0.9839, 3.4613, -2.6721], [-0.0353, 4.0801, -3.5557], [-0.9083, 3.0194, -4.2744], [-0.0334, 1.9519, 0.5938], [-2.6754, 2.4696, -3.0416], [-2.1353, 0.1309, -2.6925], [-0.2370, -0.1163, -4.5898], [0.0483, -0.8665, -3.0163], [1.9832, 0.2760, -3.0464], [1.5035, 1.3078, -4.3624], [1.7396, 1.8961, -1.4900], [1.8024, 4.1169, -2.3354], [0.4473, 4.7298, -4.3015], [-0.6763, 4.7272, -2.9106], [-1.6670, 3.5390, -4.8837], [-0.2864, 2.4245, -4.9529], [0.3486, 2.9100, 0.9975], [0.7286, 1.1632, 0.5874], [-0.8866, 1.6526, 1.2193], [-1.0604, -1.9820, 0.7552], [2.5075, -1.1325, 0.7300], [0.1429, -2.2217, -0.5822], [1.4728, -1.8263, -0.6055], [-1.9084, -3.5320, 1.2011], [-2.3792, -4.4916, 0.2880], [-3.4531, -5.3233, 0.6588], [-4.0110, -5.2324, 1.9396], [-3.4720, -4.3448, 2.8872], [-2.3949, -3.5348, 2.5358], [-2.6459, -1.1155, 0.3105], [-2.4493, 0.1261, -0.3094], [-3.4796, 1.0250, -0.5529], [-4.8009, 0.6379, -0.2946], [-5.0390, -0.6340, 0.2469], [-3.9801, -1.4903, 0.5737], [4.0995, -2.0062, 0.8414], [4.0683, -3.3688, 1.2123], [5.2492, -4.0266, 1.5571], [6.4664, -3.3188, 1.5508], [6.5137, -1.9725, 1.1561], [5.3318, -1.3276, 0.7980], [3.1608, 0.4551, 0.0496], [3.3841, 1.5735, 0.8847], [3.8527, 2.7759, 0.3560], [4.1604, 2.8765, -1.0134], [4.1160, 1.7228, -1.8070], [3.6524, 0.5084, -1.2649], [-0.2094, -2.7796, -1.4419], [2.0046, -1.9037, -1.5514], [-1.9455, -4.5513, -0.7084], [-3.8777, -6.0431, -0.0516], [-4.8725, -5.8504, 2.2100], [-3.9131, -4.2851, 3.8868], [-1.9654, -2.8285, 3.2541], [-1.4046, 0.3323, -0.6511], [-3.3040, 2.0248, -0.9794], [-5.6153, 1.3221, -0.5559], [-6.0651, -0.9554, 0.4249], [-4.1992, -2.4681, 0.9977], [3.1097, -3.8918, 1.2323], [5.2336, -5.0856, 1.8422], [7.3835, -3.8116, 1.8868], [7.4607, -1.4192, 1.1357], [5.3728, -0.2849, 0.4857], [3.2106, 1.4805, 1.9610], [4.0331, 3.6364, 1.0120], [4.5034, 3.8328, -1.4309], [4.4437, 1.7676, -2.8506], [3.6793, -0.4088, -1.8549], [-3.5482, 0.2285, 5.4397], [-3.0277, 1.2126, 4.6179], [-1.7386, 1.6735, 4.8613], [-1.1864, 2.6379, 3.9498], [-2.0001, 3.0175, 2.9362], [-3.2942, 2.6921, 2.7078], [-3.8245, 1.6788, 3.5753], [-1.1695, 1.2815, 5.7028], [-0.1627, 2.9972, 4.0535], [-3.9048, 3.1007, 1.8968], [-4.8292, 1.2829, 3.4150]], "de_lowest_kj_mol": 0.00, "e_lumo_ha": [-0.2235, -0.3252], "total_energy_ev": -70284.1148, "multiplicity": 1, "charge": 2, "homo_ev": [-12.949, -12.918], "fmax_ev_per_a": 2.75}

---

# 4
{"formula": "C41H49MnN6O6SSeSi", "method": "wB97M-V/def2-TZVPD", "elements": ["Mn", "C", "C", "C", "C", "C", "C", "C", "C", "C", "C", "C", "C", "N", "C", "O", "C", "C", "C", "C", "C", "N", "C", "O", "N", "C", "C", "C", "C", "C", "C", "C", "C", "C", "C", "C", "C", "H", "H", "H", "H", "H", "H", "H", "H", "H", "H", "H", "H", "H", "H", "H", "H", "H", "H", "H", "H", "H", "H", "H", "H", "H", "H", "H", "H", "H", "H", "H", "H", "H", "H", "H", "H", "H", "O", "S", "O", "O", "O", "Se", "N", "C", "C", "C", "C", "N", "C", "N", "H", "H", "H", "C", "Si", "C", "C", "C", "C", "H", "H", "H", "H", "H", "H", "H", "H", "H"], "coordinates": [[0.8392, 0.3185, -0.0729], [1.0224, -2.8485, 4.4090], [1.4348, -1.3999, 4.1360], [2.2846, -0.9555, 5.3417], [0.2630, -0.4366, 3.9381], [-0.7737, -0.5083, 4.8640], [-1.8067, 0.4164, 4.8673], [-1.7712, 1.4713, 3.9729], [-0.7581, 1.5794, 3.0228], [-0.6267, 2.8479, 2.2061], [-1.9149, 3.3274, 1.5440], [-0.0303, 3.9479, 3.0954], [0.2135, 0.5779, 2.9499], [1.1390, 0.5947, 1.8447], [2.4237, 1.0057, 2.1149], [2.8861, 1.3705, 3.1747], [3.3222, 0.8706, 0.9109], [4.6638, 1.1930, 0.8482], [5.3156, 1.0077, -0.3594], [4.6435, 0.5226, -1.4857], [3.3074, 0.2591, -1.3651], [2.7127, 0.3946, -0.1700], [2.3586, -0.1190, -2.4815], [2.8004, -0.2864, -3.6084], [1.0689, -0.2431, -2.0526], [0.0645, -0.2682, -3.1095], [-0.5530, -1.4573, -3.5642], [-1.6087, -1.3740, -4.4727], [-2.0447, -0.1700, -4.9874], [-1.3656, 0.9735, -4.6225], [-0.3058, 0.9444, -3.7184], [0.4253, 2.2544, -3.5149], [1.2321, 2.6100, -4.7715], [-0.5283, 3.3973, -3.1441], [-0.2012, -2.8965, -3.2075], [1.2950, -3.2059, -3.2027], [-0.9285, -3.3126, -1.9289], [1.9094, -3.4880, 4.4123], [0.3296, -3.2427, 3.6721], [0.5500, -2.9439, 5.3898], [2.0535, -1.3785, 3.2380], [1.6616, -0.9575, 6.2422], [2.6835, 0.0409, 5.1984], [3.1148, -1.6533, 5.4978], [-0.7626, -1.2889, 5.6174], [-2.6080, 0.3414, 5.5956], [-2.5301, 2.2438, 4.0239], [0.0914, 2.6770, 1.4163], [-2.6670, 3.6399, 2.2772], [-2.3331, 2.5452, 0.9125], [-1.6864, 4.1873, 0.9089], [-0.7385, 4.2459, 3.8770], [0.2141, 4.8178, 2.4813], [0.8914, 3.6012, 3.5661], [5.1416, 1.6138, 1.7213], [6.3619, 1.2756, -0.4450], [5.1235, 0.4032, -2.4472], [-2.0819, -2.2964, -4.7966], [-2.8651, -0.1310, -5.6961], [-1.6471, 1.9242, -5.0585], [1.1438, 2.1469, -2.7120], [0.5708, 2.7823, -5.6272], [1.9246, 1.8044, -5.0253], [1.8113, 3.5196, -4.5876], [-1.0926, 3.7460, -4.0151], [0.0369, 4.2341, -2.7364], [-1.2338, 3.0794, -2.3724], [-0.6140, -3.4995, -4.0176], [1.7917, -2.7383, -2.3623], [1.7693, -2.8314, -4.1105], [1.4518, -4.2882, -3.1394], [-0.7760, -2.5678, -1.1522], [-0.5889, -4.2932, -1.5793], [-2.0063, -3.3632, -2.1056], [2.6335, 3.0950, -1.4603], [1.6248, 3.3325, -0.4369], [0.7409, 4.4468, -0.6835], [0.6515, 2.0355, -0.5032], [2.1710, 3.3408, 0.9177], [-1.9022, -3.3966, 2.1732], [-0.7191, -4.6603, 1.8135], [0.3070, -4.0303, 1.2859], [1.5268, -4.6591, 0.9003], [2.4745, -3.8631, 0.3815], [2.2344, -2.4625, 0.1795], [1.1548, -1.8178, 0.4803], [0.1797, -2.5894, 1.1181], [-0.9278, -2.0711, 1.5800], [1.6666, -5.7242, 1.0360], [3.4264, -4.2658, 0.0596], [3.0239, -1.8928, -0.2813], [-4.6033, -1.6140, -1.4070], [-4.1020, -0.0479, -0.5192], [-4.8701, -0.0763, 1.1831], [-4.6733, 1.4267, -1.4972], [-2.2962, 0.0140, -0.3416], [-1.0883, 0.0460, -0.1983], [-5.6887, -1.7510, -1.3593], [-4.1300, -2.4883, -0.9485], [-4.3054, -1.5858, -2.4599], [-5.9585, -0.1872, 1.1374], [-4.6373, 0.8378, 1.7323], [-4.4601, -0.9119, 1.7614], [-5.7510, 1.3926, -1.6909], [-4.1475, 1.4638, -2.4567], [-4.4486, 2.3528, -0.9585]], "s_squared": 3.832, "de_lowest_kj_mol": 37.63, "e_lumo_ha": [0.0156, 0.0147], "total_energy_ev": -179920.9627, "multiplicity": 4, "charge": -1, "homo_ev": [-5.918, -6.001], "fmax_ev_per_a": 2.30}